No. 1
Entry from the OMol25 dataset: a molecular structure, C17H40NP3STm (ωB97M-V with the def2-TZVPD basis set).

Its frontier orbital gap (alpha / beta) is 0.2424 / 0.2440 Ha. The LUMO energy (alpha / beta) comes out at -10.98 / -10.98 eV. As for the energy relative to the best compared isomer or geometry (same formula, charge and spin): 0.000 eV. Its expectation value of S² is 2.002. As for the spin multiplicity: 3. The total charge is +3.

Geometry (Å):
C (-2.00, 1.23, 3.10)
C (0.29, 0.11, -2.92)
H (-4.30, -1.36, 1.63)
H (4.24, 0.21, -1.27)
H (-0.51, -1.78, -2.26)
H (1.12, -3.21, 2.62)
H (-0.24, -2.21, 2.64)
H (0.01, 3.08, 0.54)
H (0.71, 0.88, -4.72)
C (0.12, 1.26, -3.85)
H (5.09, 1.02, 0.07)
H (0.69, 2.08, -3.48)
H (-2.72, -2.61, -1.67)
C (-1.78, -0.82, -3.71)
C (-1.30, 1.47, -4.24)
C (-2.08, 0.36, -4.39)
H (0.93, 1.26, 4.07)
P (2.86, 0.50, 0.75)
C (-0.87, 2.74, 1.09)
C (-3.05, -2.63, -0.63)
C (-0.65, -0.89, -2.88)
H (-4.07, -0.19, -0.63)
H (1.31, -2.34, -3.21)
H (4.40, 1.38, 2.37)
H (4.86, -0.75, 0.14)
H (2.86, 0.96, 3.17)
H (-3.26, -2.68, 2.14)
C (2.55, 2.25, 0.30)
Tm (0.56, -1.12, 0.37)
H (2.92, -2.52, -2.77)
C (1.96, -2.15, -2.36)
H (-1.19, 3.54, 1.77)
C (0.60, 2.03, 3.36)
H (-3.00, 0.38, -4.98)
H (-2.08, 2.17, 3.64)
H (1.29, -1.55, 2.93)
N (0.76, -2.27, 2.41)
C (3.59, 0.64, 2.42)
H (-2.53, 0.45, -1.21)
H (-1.95, 0.42, 3.83)
H (-1.49, 2.48, -4.60)
H (-2.96, -1.03, 2.73)
H (-3.14, 0.92, 0.39)
H (0.01, 2.77, 3.91)
C (-3.27, -1.63, 1.87)
H (2.19, 2.82, 1.16)
C (-3.06, 0.10, -0.32)
H (3.51, 2.67, -0.02)
C (4.41, 0.20, -0.18)
S (1.98, -0.08, -2.63)
H (-1.69, 2.52, 0.40)
P (-0.48, 1.27, 2.10)
P (-2.23, -1.36, 0.38)
H (2.56, -2.82, -0.39)
C (1.60, -2.58, -0.93)
H (1.83, 2.31, -0.52)
H (4.03, -0.33, 2.71)
H (-2.45, -1.66, -3.84)
H (-4.14, -2.46, -0.60)
H (0.90, -3.48, -1.00)
H (1.46, 2.54, 2.92)
H (-2.90, 1.12, 2.49)
H (-2.84, -3.63, -0.22)

***

No. 2
Entry from the OMol25 dataset: a molecular structure, C17H41ClHgNO9 (ωB97M-V with the def2-TZVPD basis set).

Its frontier orbital gap is 0.0507 Ha. The LUMO energy comes out at -7.08 eV. The total charge is +1.

Geometry (Å):
H (-5.02, 0.35, 0.93)
H (-4.81, 1.39, 2.39)
O (-1.68, -3.89, 3.15)
C (4.34, -1.25, -2.25)
H (0.65, 8.86, -3.50)
H (-3.66, 3.27, 1.77)
H (3.72, -1.34, 1.53)
O (1.46, -0.34, -4.68)
H (-2.48, 5.35, -1.74)
H (1.23, 8.94, -1.77)
H (5.28, -1.81, -2.29)
Cl (1.47, 0.49, -3.53)
H (-2.69, -3.21, 1.45)
H (0.93, -4.00, -0.69)
H (2.43, -2.62, 1.66)
H (1.42, -2.98, -2.10)
H (-2.64, 3.43, 0.35)
O (0.19, 1.20, -3.39)
H (1.67, -4.85, -2.07)
C (3.45, -2.37, 1.25)
H (-2.27, 3.74, -2.45)
H (2.28, -7.15, -5.43)
C (3.15, -3.71, -0.92)
C (0.63, 6.41, -1.24)
H (-3.99, -4.27, 4.10)
O (-3.79, -2.22, 3.63)
H (-0.05, -3.80, 1.88)
C (4.45, -3.31, 1.98)
H (3.41, -4.45, -0.15)
H (3.69, -1.83, -2.85)
C (1.64, -3.88, -1.52)
H (-0.05, 6.52, -0.42)
C (-4.28, 0.67, 1.75)
C (0.60, 4.92, -1.65)
H (1.33, 4.39, -1.06)
H (-4.63, -0.65, 4.63)
Hg (-0.05, 2.21, -1.12)
C (-3.15, 1.36, 1.00)
H (3.89, -3.96, -1.67)
H (1.01, 4.87, -2.71)
H (2.12, 7.96, -3.00)
H (3.68, -0.40, -0.24)
H (0.16, -4.68, 3.51)
C (-3.94, -3.62, 3.24)
C (-0.51, -4.47, 2.63)
H (1.69, 6.60, -0.85)
H (-4.37, 2.93, 0.23)
H (-2.96, -4.95, 1.84)
C (-1.77, 4.71, -2.35)
O (0.30, 7.17, -2.41)
H (4.42, -0.23, -2.62)
O (2.52, 1.44, -3.60)
H (4.07, -4.29, 2.09)
O (-0.65, 4.30, -1.39)
H (-4.86, -3.63, 2.72)
N (3.39, -2.40, -0.27)
H (-5.66, -2.18, 4.39)
O (-2.15, 0.80, 0.69)
H (-4.35, -2.25, 5.64)
H (-3.93, -0.23, 2.27)
H (5.34, -3.44, 1.39)
C (-3.46, 2.80, 0.79)
O (1.68, -0.26, -2.27)
H (4.74, -2.96, 2.93)
C (1.13, 8.35, -2.67)
H (-1.25, 5.04, -3.22)
C (-2.82, -3.94, 2.32)
C (-4.63, -1.81, 4.64)
C (3.79, -1.32, -0.86)
H (-0.80, -5.48, 2.18)

***

No. 3
Entry from the OMol25 dataset: a molecular structure, C17H41IrN5P2 (ωB97M-V with the def2-TZVPD basis set).

Its frontier orbital gap (alpha / beta) is 0.3392 / 0.2028 Ha. The LUMO energy (alpha / beta) comes out at -12.95 / -16.54 eV. Its expectation value of S² is 0.761. As for the spin multiplicity: 2. The total charge is +4.

Geometry (Å):
C (-1.08, -2.95, 1.22)
C (-2.65, -1.12, 1.55)
C (-0.94, 0.02, -1.54)
N (-1.54, -1.64, 0.69)
N (0.82, -0.14, 2.27)
H (-0.54, 2.56, 1.92)
C (2.30, -1.65, 1.01)
C (-1.67, 0.73, -4.37)
H (2.78, -2.63, 1.00)
H (-2.37, 1.50, -4.02)
C (1.78, 1.91, -2.17)
H (-2.21, -0.21, -4.53)
C (0.72, -2.79, -0.66)
H (-0.47, 1.95, 4.11)
H (-0.49, -4.45, -0.23)
H (-3.48, 0.31, 0.17)
H (1.46, 0.64, 2.33)
H (-0.74, -2.79, 2.24)
H (-2.34, -1.18, 2.59)
H (-2.19, 2.61, 2.45)
C (-0.98, 1.20, 3.51)
H (2.36, 1.03, -2.45)
C (0.56, 2.09, -3.05)
H (1.65, -0.90, -3.16)
H (-1.95, -3.61, 1.32)
N (-1.72, 1.12, 1.02)
C (0.79, -0.77, -3.82)
P (-0.31, 0.52, -3.25)
H (-1.88, 1.81, 0.28)
H (-1.25, 1.05, -5.33)
C (0.90, 3.49, 0.08)
H (3.71, 2.49, -0.18)
H (0.97, -2.21, 2.63)
H (0.06, -2.50, -1.49)
N (-2.14, -0.37, -1.53)
Ir (-0.07, 0.03, 0.24)
N (1.32, -1.51, -0.13)
C (1.63, -1.40, 2.34)
H (0.25, -1.72, -3.90)
H (-0.05, 3.79, -0.37)
H (2.40, -1.33, 3.11)
H (3.08, 1.93, 1.37)
C (-0.12, -0.06, 3.43)
C (-2.98, 0.30, 1.14)
H (2.46, 2.76, -2.28)
H (-0.14, 2.85, -2.70)
P (1.42, 1.82, -0.40)
H (1.68, 4.19, -0.24)
H (0.86, 2.41, -4.05)
H (0.82, 3.57, 1.16)
C (-0.02, -3.65, 0.36)
H (-1.92, -1.79, -0.24)
H (-3.67, 0.75, 1.86)
H (3.08, -0.91, 0.85)
H (1.15, -0.51, -4.81)
H (-0.71, -0.97, 3.39)
H (1.85, -1.11, -0.92)
H (3.56, 0.77, 0.12)
H (-3.54, -1.75, 1.46)
H (0.67, -4.17, 1.02)
H (1.53, -3.39, -1.09)
C (3.09, 1.72, 0.30)
C (-1.36, 1.94, 2.23)
H (-2.79, -0.45, -2.30)
H (-1.87, 0.93, 4.10)
H (0.45, -0.13, 4.36)

***

No. 4
Entry from the OMol25 dataset: 3 unconnected molecules or ions with the total composition C17H42BBrN7O2P2 (ωB97M-V with the def2-TZVPD basis set).

Its frontier orbital gap is 0.2206 Ha. The LUMO energy comes out at 1.17 eV. The total charge is -1.

Geometry (Å):
H (1.82, 2.39, -1.70)
C (4.85, 6.32, 0.26)
N (-3.38, -2.23, 3.29)
H (0.65, 3.13, 1.31)
H (-5.75, -3.52, -0.23)
H (5.34, 3.37, -1.07)
C (-4.87, -4.64, 2.07)
C (5.68, 3.20, 2.24)
C (2.49, 2.33, -0.83)
H (5.04, 6.36, 1.33)
H (0.64, 4.70, 0.48)
H (-5.17, -2.57, 4.36)
O (3.06, 3.12, 2.26)
H (-2.51, -2.46, 5.20)
H (3.52, 6.52, -1.82)
H (0.22, 3.24, -0.40)
C (5.59, 2.91, -0.11)
H (3.48, 2.30, -1.28)
C (0.30, -2.39, -4.54)
H (-1.73, -4.78, 0.29)
H (-0.78, -4.79, 1.80)
N (-1.77, -1.49, -6.76)
H (-2.90, -0.50, -5.15)
H (-2.50, -1.17, -2.55)
C (-1.74, -4.50, 1.35)
C (-0.63, -2.29, -7.00)
H (2.21, 5.43, -1.50)
H (-0.97, -2.00, 0.01)
C (-2.41, -2.84, 4.18)
O (-3.53, -2.22, -0.01)
H (-6.89, -3.35, 1.11)
B (-1.33, -1.07, -2.76)
H (1.35, -3.44, -6.40)
C (0.89, 3.64, 0.37)
H (-6.03, -1.94, 0.52)
N (2.30, 3.50, 0.02)
C (-5.93, -3.01, 0.72)
P (3.38, 4.15, 1.16)
H (5.38, 3.84, 3.07)
H (0.12, -2.86, 1.12)
N (-4.85, -3.25, 1.68)
H (-0.67, -1.78, -2.05)
H (-0.49, -2.61, -8.10)
H (2.31, 1.39, -0.31)
H (3.78, 4.79, -2.07)
H (-5.17, -1.11, 3.36)
C (-0.83, -2.31, 1.06)
N (5.02, 3.63, 1.00)
Br (-0.76, 0.82, -2.35)
H (-5.89, -4.96, 2.33)
C (3.30, 5.52, -1.41)
H (-2.54, -3.93, 4.23)
H (-0.70, -1.40, 1.66)
H (4.61, 7.34, -0.05)
C (0.47, -2.79, -6.05)
C (-1.98, -1.12, -5.41)
H (-4.53, -5.30, 1.26)
N (3.76, 5.40, -0.04)
H (1.03, -2.69, -3.72)
H (-4.27, -1.12, 4.86)
H (6.77, 3.30, 2.15)
H (5.28, 1.86, -0.11)
H (5.77, 6.01, -0.24)
H (-2.45, -5.12, 1.88)
C (-4.55, -1.74, 4.00)
P (-3.45, -2.26, 1.52)
H (6.68, 2.93, -0.07)
H (5.44, 2.17, 2.49)
C (-0.99, -1.54, -4.31)
N (-1.96, -3.09, 1.55)
H (-1.38, -2.61, 3.90)
H (-4.28, -4.83, 2.97)

***

No. 5
Entry from the OMol25 dataset: 3 unconnected molecules or ions with the total composition C17H42Br2N7O4P2 (ωB97M-V with the def2-TZVPD basis set).

Its frontier orbital gap is 0.2055 Ha. The LUMO energy comes out at 1.92 eV. The total charge is -1.

Geometry (Å):
C (4.35, 1.57, -1.94)
C (-2.65, -6.99, -0.52)
C (-0.98, 7.40, 3.22)
C (-0.27, -7.15, -0.30)
H (-2.59, -7.94, -1.07)
C (1.56, 3.21, 1.40)
N (-1.01, 6.22, 1.07)
H (1.69, -1.68, 0.27)
H (3.45, -0.69, -3.01)
C (-1.86, 6.56, -1.12)
H (2.30, 0.64, -3.30)
H (-2.44, 7.61, 1.74)
Br (1.06, 6.46, -0.91)
H (-3.64, 7.31, -0.13)
N (3.32, 0.68, -1.43)
H (1.68, 4.28, 1.56)
H (1.84, -1.54, 2.04)
C (1.65, -0.98, 1.12)
N (-1.81, -3.90, -1.66)
H (-3.41, -2.88, 0.80)
H (0.15, -3.45, -2.25)
H (-3.93, 6.41, -1.61)
H (-0.85, 8.29, 1.26)
C (2.71, -0.03, -2.54)
H (3.96, 2.54, -2.27)
C (3.96, -0.37, 1.02)
P (2.12, 1.27, -0.29)
N (-2.41, -4.75, 1.04)
H (-2.85, -7.21, 0.53)
H (1.58, 2.70, 2.38)
H (0.68, -6.68, -0.55)
H (0.63, -0.59, 1.18)
P (-1.21, -4.62, -0.24)
H (3.88, 4.22, 1.01)
O (-0.30, 6.58, 3.76)
C (3.90, 3.14, 0.88)
H (-0.66, -4.66, -3.27)
N (2.58, 2.69, 0.51)
H (4.07, -0.90, 1.97)
N (-1.39, -6.30, -0.73)
H (4.25, 2.69, 1.82)
H (-1.09, -2.93, -3.37)
H (-3.34, -4.87, -2.78)
H (-0.28, -7.33, 0.78)
H (-0.86, -5.24, 2.39)
C (-0.81, -3.73, -2.69)
H (-0.30, -8.11, -0.82)
N (2.61, 0.13, 0.96)
H (-3.49, -6.44, -0.93)
H (1.89, -0.67, -2.19)
O (-1.55, 8.41, 3.95)
C (-3.30, 6.47, -0.73)
O (1.09, 1.74, -1.26)
H (-4.33, -4.31, 0.28)
H (4.87, 1.10, -2.77)
Br (-1.53, 6.89, -2.99)
C (-1.35, 7.44, 1.75)
O (-0.37, -3.53, 0.33)
H (5.13, 1.75, -1.19)
C (-3.15, -3.96, -2.21)
H (4.69, 0.43, 1.02)
C (-3.61, -3.94, 1.01)
C (-1.79, -4.68, 2.36)
C (-0.86, 6.41, -0.22)
H (-1.96, 9.02, 3.33)
H (-1.57, -3.65, 2.66)
H (0.56, 3.08, 0.98)
H (-2.46, -5.12, 3.10)
H (-3.91, -3.86, -1.44)
H (-3.29, -3.11, -2.88)
H (-4.12, -4.00, 1.97)
H (4.63, 2.95, 0.10)
H (-3.43, 5.56, -0.14)
H (4.20, -1.06, 0.20)

***

No. 6
Entry from the OMol25 dataset: 4 unconnected molecules or ions with the total composition C17H42ClN8O7PS (ωB97M-V with the def2-TZVPD basis set).

Its frontier orbital gap is 0.3438 Ha. The structure (SMILES) is CCCCCCCCC[C@]1(CCCN)OS(=O)(=O)O[C@]1(Cl)[PH2]=N.NC(N)=O.NC(N)=O.NC(N)=O. The LUMO energy comes out at 0.19 eV.

Geometry (Å):
P (1.91, -2.62, -0.13)
O (-7.46, -2.18, 2.99)
H (-3.23, 2.07, -1.18)
N (-0.09, -0.14, -4.67)
H (-0.81, -0.15, 1.42)
H (2.71, -3.42, -1.96)
O (-2.08, -1.65, 2.87)
H (8.10, -2.10, 5.49)
H (-0.18, 0.50, -3.89)
H (0.91, 0.45, -1.08)
C (6.51, -0.86, 4.96)
H (-4.32, -2.09, 2.49)
H (0.81, -1.04, -2.49)
C (-3.34, 2.79, -2.00)
N (5.56, 1.39, 2.07)
H (-1.44, -1.80, -4.38)
Cl (-0.56, -4.22, -0.40)
C (-1.24, -1.55, -1.78)
H (0.33, -2.72, -2.62)
H (2.28, -1.39, -0.70)
H (2.53, -2.85, 1.11)
O (-2.19, -1.92, 0.35)
O (6.07, -0.06, 4.13)
N (2.28, -3.80, -1.13)
H (-3.21, 1.79, -5.02)
C (-0.03, -1.69, -2.73)
H (6.27, 3.73, 1.39)
H (1.39, 0.18, 0.60)
H (6.13, -1.87, 6.75)
H (-4.06, 0.41, -4.38)
O (-2.58, -3.83, 2.05)
H (-3.88, 3.65, -1.58)
H (0.14, 2.20, 1.32)
S (-1.90, -2.59, 1.78)
H (0.02, 2.48, -2.71)
N (7.73, -1.45, 4.83)
H (4.95, 4.01, 0.31)
C (-6.29, -1.89, 3.17)
C (0.55, 2.10, 0.30)
H (0.23, -2.22, -4.77)
C (0.05, -2.62, 0.26)
N (-5.29, -2.32, 2.35)
C (-0.89, -1.52, -0.28)
C (-3.44, 1.27, -4.10)
C (-0.79, 2.40, -1.97)
H (-1.87, -2.43, -1.91)
H (-4.77, 2.93, -3.66)
C (4.88, 2.17, 1.19)
H (-1.82, 4.29, -2.04)
C (-1.95, 3.31, -2.50)
C (-0.40, -1.51, -4.22)
O (-0.24, -2.72, 1.65)
O (3.85, 1.81, 0.65)
H (-1.20, 1.40, -1.89)
C (-0.33, 3.00, -0.62)
H (-2.53, 0.90, -3.61)
C (-0.71, -0.10, 0.33)
C (0.61, 0.61, -0.04)
N (5.80, -1.22, 6.06)
H (5.19, 0.48, 2.27)
H (8.27, -1.20, 4.02)
H (-0.78, 0.11, -5.36)
H (-4.98, 1.53, -2.64)
N (5.43, 3.40, 0.96)
H (-1.57, 0.48, -0.03)
H (-1.88, -0.70, -2.02)
H (-1.95, 3.40, -3.58)
H (-4.92, -0.84, 4.36)
H (1.56, 2.49, 0.35)
H (-5.55, -2.91, 1.58)
H (4.89, -0.80, 6.18)
H (6.41, 1.67, 2.52)
H (0.29, 3.87, -0.88)
H (-1.20, 3.41, -0.10)
H (-6.59, -0.75, 4.82)
C (-4.22, 2.17, -3.10)
N (-5.88, -1.09, 4.20)

***

No. 7
Entry from the OMol25 dataset: 4 unconnected molecules or ions with the total composition C17H42N2O5 (ωB97M-V with the def2-TZVPD basis set).

Its frontier orbital gap is 0.3367 Ha. The structure (SMILES) is CC1(C)CCCC(C)(C)N1O.COCCNCCOC.CO.CO. The LUMO energy comes out at 0.64 eV. As for the energy relative to the best compared isomer or geometry (same formula, charge and spin): 0.000 eV.

Geometry (Å):
H (-5.70, -1.37, 2.37)
C (-6.07, -1.45, 1.34)
H (1.13, 0.77, 0.84)
H (0.00, 3.72, -2.81)
H (3.99, -0.47, -1.25)
H (-3.57, -3.28, -0.20)
H (2.94, 1.49, -1.92)
H (-1.81, 1.54, -0.74)
C (1.66, 0.35, 1.70)
H (1.62, 4.55, 0.11)
H (-6.67, -0.57, 1.12)
C (-4.44, -1.20, -2.12)
C (3.56, -2.95, 3.29)
H (5.06, 2.28, -0.13)
H (3.38, 0.91, 0.87)
N (-3.93, -0.61, 0.63)
H (3.69, -3.42, 4.27)
H (-2.97, 1.66, 0.55)
H (-6.25, -0.67, -1.12)
O (3.05, 0.22, 1.48)
C (-4.37, -3.07, 0.51)
H (-1.43, 0.88, 0.88)
H (3.75, -1.13, 2.59)
H (-3.75, -0.01, 2.42)
C (3.48, 3.49, -0.09)
H (-0.01, 2.28, -1.82)
H (2.49, -2.97, 3.06)
H (-0.32, 3.86, -1.04)
H (5.69, -1.43, 0.01)
H (4.01, 4.25, -0.70)
C (0.24, 3.35, -1.82)
C (3.99, 1.65, -1.66)
C (6.37, -0.93, -0.68)
O (4.08, -1.62, 3.36)
H (4.08, -3.55, 2.54)
C (4.65, 0.28, -1.72)
C (-1.77, -1.39, -0.39)
C (1.99, 3.59, -0.29)
C (-4.93, -1.64, 0.35)
H (-0.78, -0.98, -0.63)
N (4.06, 2.15, -0.28)
C (-2.20, 1.01, 0.12)
H (-4.89, -0.90, -3.07)
O (-3.39, -0.76, 1.93)
O (5.89, 0.34, -1.04)
C (-2.87, -0.30, -0.31)
H (7.32, -0.78, -0.18)
H (1.23, -0.63, 1.91)
H (-1.96, -2.15, -1.15)
H (-1.68, -1.88, 0.58)
H (-6.79, -2.27, 1.33)
H (1.52, 2.80, 0.31)
C (-5.48, -1.45, -1.06)
H (-2.76, 0.16, -2.43)
H (-3.83, -2.09, -2.31)
H (-4.14, 0.84, -1.55)
C (-3.51, -0.06, -1.67)
H (4.81, -0.05, -2.75)
H (3.72, 3.81, 0.93)
H (-6.05, -2.36, -1.27)
H (6.52, -1.57, -1.56)
H (-5.17, -3.78, 0.32)
O (1.65, 3.45, -1.64)
H (1.45, 0.98, 2.57)
H (-4.02, -3.23, 1.53)
H (4.41, 2.32, -2.42)

***

| no. | electronic energy (eV) |
| --- | --- |
| 1 | -87972.619 |
| 2 | -54882.929 |
| 3 | -47121.198 |
| 4 | -122126.220 |
| 5 | -195592.259 |
| 6 | -77210.431 |
| 7 | -31524.972 |